No. 1
Formula: C3H5NS
Source: the Open Molecules 2025 dataset
Level of theory: wB97M-V/def2-TZVPD

The relative energy (zero: lowest compared OMol25 entry of this formula, charge and spin) comes out at 126.0 kJ/mol. Its electronic energy is -15515.5669 eV. As for the structure (SMILES): C=NC(C)=S. The calculation puts the lowest unoccupied orbital energy at 0.515 eV. For the HOMO-LUMO gap, the calculation gives 8.9 eV.

XYZ file:
```
10
Properties=species:S:1:pos:R:3:lowdin_charge:R:1
C -1.1926 1.5388 0.1469 -0.006
N -0.0157 1.2846 -0.0359 -0.027
C 0.8233 0.4014 -0.5789 -0.913
C 0.9798 -0.8171 0.2252 -0.082
S 1.6115 0.8919 -1.9370 0.631
H -1.4246 2.2728 0.8179 0.048
H -2.0759 1.2308 -0.4957 0.115
H 1.9717 -1.1763 0.2397 0.068
H 0.6132 -0.6385 1.2837 0.115
H 0.3786 -1.4807 -0.2528 0.050
```

No. 2
Formula: C12H18BeO2S3SbSiTe
Source: the Open Molecules 2025 dataset
Level of theory: wB97M-V/def2-TZVPD

As for the charge: -2. Its expectation value of S² is 0.752. The relative energy (zero: lowest compared OMol25 entry of this formula, charge and spin) comes out at 14.8 kJ/mol. Its electronic energy is -71452.4891 eV. The calculation puts the lowest unoccupied orbital energy (spin up / spin down) at 4.437 / 4.405 eV. The spin multiplicity is 2. For the HOMO-LUMO gap (spin up / spin down), the calculation gives 5.1 / 5.5 eV.

XYZ file:
```
39
Properties=species:S:1:pos:R:3:mulliken_spin:R:1
Be 0.3455 -0.5933 1.3639 0.010
S 3.0628 2.9058 0.6510 0.002
Sb 2.5713 1.2201 2.1519 0.000
S 0.0502 1.1574 2.3958 0.004
S 2.2726 -0.8107 0.8131 0.029
C -1.7428 0.2202 -2.6407 0.126
Si 0.0214 0.2064 -1.9250 0.659
C 1.0467 1.4790 -2.8707 0.053
C 0.7355 -1.4616 -2.4837 0.091
H -1.6820 0.1996 -3.7348 0.012
H -2.3306 1.0908 -2.3536 -0.035
H -2.2849 -0.6694 -2.3200 -0.031
H 1.2407 1.1054 -3.8816 0.009
H 1.9985 1.6396 -2.3635 -0.003
H 0.5450 2.4441 -2.9420 -0.005
H 0.6733 -1.5148 -3.5783 0.013
H 0.1985 -2.3115 -2.0667 -0.011
H 1.7759 -1.5408 -2.1792 -0.006
O -2.0116 -3.4876 0.9851 0.002
C -1.5544 -2.4024 0.6726 0.002
O -0.7527 -1.6891 1.3642 -0.030
H -1.7983 -1.9691 -0.3254 0.018
C -1.6114 4.0310 -1.4928 -0.016
Te -0.4645 2.9207 0.0775 0.089
C -2.5236 2.5517 0.5888 0.004
C -3.2456 3.8330 0.3218 -0.025
C -4.2845 4.3079 1.1048 0.008
C -4.8504 5.5542 0.8520 0.000
C -4.3701 6.3261 -0.1926 0.001
C -3.3350 5.8498 -0.9901 0.004
C -2.7661 4.6088 -0.7489 0.017
H -1.9484 3.2508 -2.1792 0.006
H -1.0224 4.7632 -2.0418 -0.001
H -2.5898 2.2119 1.6191 0.000
H -2.8692 1.7535 -0.0725 0.003
H -4.6332 3.7080 1.9383 0.000
H -5.6466 5.9277 1.4853 0.000
H -4.7919 7.3071 -0.3804 0.000
H -2.9516 6.4606 -1.7998 -0.001
```

No. 3
Formula: C24H23Br2CuN3O2
Source: the Open Molecules 2025 dataset
Level of theory: wB97M-V/def2-TZVPD

As for the charge: -1. The relative energy (zero: lowest compared OMol25 entry of this formula, charge and spin) comes out at 20.2 kJ/mol. Its electronic energy is -218555.1988 eV. The calculation puts the lowest unoccupied orbital energy at 2.425 eV. For the HOMO-LUMO gap, the calculation gives 6.6 eV.

XYZ file:
```
55
Properties=species:S:1:pos:R:3:lowdin_charge:R:1
Cu 0.0823 0.0170 0.3103 0.300
C -4.4991 -0.8974 0.7176 -0.068
C -3.7478 -1.5729 -0.3869 -0.216
C -4.4473 -2.0302 -1.4952 -0.078
C -3.8061 -2.6478 -2.5521 -0.122
C -2.4358 -2.8402 -2.4960 -0.096
C -1.7081 -2.4093 -1.4024 -0.268
C -0.2278 -2.6019 -1.3120 -0.057
C -2.3546 -1.7521 -0.3351 -0.238
N -1.5381 -1.2445 0.6703 0.049
C -1.7488 -1.4861 1.9693 -0.482
O -2.6152 -2.1985 2.4789 0.008
C -0.6527 -0.8959 2.8226 -0.165
C -0.2968 -1.4174 4.0593 0.000
C 0.8728 -0.9625 4.6537 -0.058
C 1.6672 -0.0405 3.9869 0.000
C 1.2233 0.4492 2.7647 -0.166
N 0.0655 0.0594 2.2482 0.080
C 2.0847 1.2826 1.8563 -0.497
O 2.9341 2.0550 2.3031 0.012
N 1.8395 1.0130 0.5680 0.050
C 2.6806 1.5271 -0.4203 -0.200
C 2.1868 2.4698 -1.3319 -0.214
C 0.8042 2.9937 -1.1423 -0.072
C 2.9779 2.9015 -2.3791 -0.072
C 4.2745 2.4448 -2.5201 -0.113
C 4.7807 1.5461 -1.5981 -0.072
C 4.0017 1.0721 -0.5551 -0.205
C 4.5564 0.0811 0.4244 -0.044
H -5.4554 -0.5138 0.3619 0.072
H -3.9239 -0.0817 1.1460 0.020
H -4.6790 -1.6049 1.5260 0.074
H -5.5220 -1.8912 -1.5325 0.100
H -4.3712 -2.9718 -3.4168 0.088
H -1.9314 -3.3328 -3.3169 0.100
H 0.1653 -3.1596 -2.1572 0.073
H 0.0190 -3.1194 -0.3861 0.085
H 0.2654 -1.6199 -1.2684 0.041
H -0.9149 -2.1773 4.5145 0.110
H 1.1857 -1.3646 5.6086 0.099
H 2.6200 0.2808 4.3807 0.112
H 0.7488 3.5548 -0.2094 0.091
H 0.1309 2.1416 -1.0530 -0.020
H 0.5045 3.6277 -1.9745 0.076
H 2.5641 3.6111 -3.0830 0.098
H 4.8839 2.7826 -3.3463 0.087
H 5.7975 1.1880 -1.6981 0.097
H 5.5384 -0.2754 0.1144 0.068
H 3.8858 -0.7735 0.5250 0.080
H 4.6455 0.5476 1.4057 0.072
Br -1.8633 0.7351 -2.6755 0.692
C -2.7213 2.1700 -1.6876 -0.979
Br -2.4297 2.1264 0.2376 0.681
H -3.7916 2.1034 -1.8552 -0.005
H -2.3035 3.0989 -2.0670 -0.011
```

Which of these has the highest relative energy (zero: lowest compared OMol25 entry of this formula, charge and spin)? C3H5NS

electronic energy of number 3 (C24H23Br2CuN3O2)? -218555.1988 eV

The highest relative energy (zero: lowest compared OMol25 entry of this formula, charge and spin) belongs to which entry? C3H5NS

Repeat the second record exactly.
Formula: C12H18BeO2S3SbSiTe
Source: the Open Molecules 2025 dataset
Level of theory: wB97M-V/def2-TZVPD

As for the charge: -2. Its expectation value of S² is 0.752. The relative energy (zero: lowest compared OMol25 entry of this formula, charge and spin) comes out at 14.8 kJ/mol. Its electronic energy is -71452.4891 eV. The calculation puts the lowest unoccupied orbital energy (spin up / spin down) at 4.437 / 4.405 eV. The spin multiplicity is 2. For the HOMO-LUMO gap (spin up / spin down), the calculation gives 5.1 / 5.5 eV.

XYZ file:
```
39
Properties=species:S:1:pos:R:3:mulliken_spin:R:1
Be 0.3455 -0.5933 1.3639 0.010
S 3.0628 2.9058 0.6510 0.002
Sb 2.5713 1.2201 2.1519 0.000
S 0.0502 1.1574 2.3958 0.004
S 2.2726 -0.8107 0.8131 0.029
C -1.7428 0.2202 -2.6407 0.126
Si 0.0214 0.2064 -1.9250 0.659
C 1.0467 1.4790 -2.8707 0.053
C 0.7355 -1.4616 -2.4837 0.091
H -1.6820 0.1996 -3.7348 0.012
H -2.3306 1.0908 -2.3536 -0.035
H -2.2849 -0.6694 -2.3200 -0.031
H 1.2407 1.1054 -3.8816 0.009
H 1.9985 1.6396 -2.3635 -0.003
H 0.5450 2.4441 -2.9420 -0.005
H 0.6733 -1.5148 -3.5783 0.013
H 0.1985 -2.3115 -2.0667 -0.011
H 1.7759 -1.5408 -2.1792 -0.006
O -2.0116 -3.4876 0.9851 0.002
C -1.5544 -2.4024 0.6726 0.002
O -0.7527 -1.6891 1.3642 -0.030
H -1.7983 -1.9691 -0.3254 0.018
C -1.6114 4.0310 -1.4928 -0.016
Te -0.4645 2.9207 0.0775 0.089
C -2.5236 2.5517 0.5888 0.004
C -3.2456 3.8330 0.3218 -0.025
C -4.2845 4.3079 1.1048 0.008
C -4.8504 5.5542 0.8520 0.000
C -4.3701 6.3261 -0.1926 0.001
C -3.3350 5.8498 -0.9901 0.004
C -2.7661 4.6088 -0.7489 0.017
H -1.9484 3.2508 -2.1792 0.006
H -1.0224 4.7632 -2.0418 -0.001
H -2.5898 2.2119 1.6191 0.000
H -2.8692 1.7535 -0.0725 0.003
H -4.6332 3.7080 1.9383 0.000
H -5.6466 5.9277 1.4853 0.000
H -4.7919 7.3071 -0.3804 0.000
H -2.9516 6.4606 -1.7998 -0.001
```